1.
Computed, not measured: a cluster of 5 separate species, C29H57NO13 in total in a non-equilibrium geometry, with the ωB97M-V functional and the def2-TZVPD basis.

structure (SMILES) = CCOCCOC[C@@H]1OC(=O)O[C@H]1c1ccncc1.COCCOC.COCCOC.COCCOC.COCCOC
frontier orbital gap = 9.39 eV
electronic energy = -59097.172 eV
HOMO level = -9.1 eV
F_max = 2.91 eV Å⁻¹

Structure (ORCA input):
```
! wB97M-V def2-TZVPD RIJCOSX def2/J DEFGRID3
* xyz 0 1
H -4.754 2.604 2.636
H 11.226 -0.277 -2.445
N -10.474 0.976 1.558
H 3.317 1.849 -0.295
H -4.132 5.159 4.236
H 1.629 0.197 -2.271
H -1.463 -3.555 -1.266
C -1.974 -0.949 0.528
C 4.585 -2.011 -5.432
H -5.254 -3.827 -0.608
H -2.916 -2.491 -1.172
C -2.004 -0.479 2.048
H 10.733 1.425 1.755
H -5.836 -4.311 1.018
O 3.283 2.318 -2.324
C -7.425 -2.351 1.285
O 0.737 1.605 -1.020
H -3.142 3.234 3.007
O -5.293 -1.553 1.804
H 5.623 -0.332 -4.536
H -7.996 -3.131 0.725
C 3.147 1.373 -1.266
H -1.234 0.312 2.241
H 2.973 4.285 -2.771
O 5.706 -2.887 -5.374
H -7.359 0.105 2.911
H 3.650 -2.566 -5.310
C -5.213 1.587 4.778
C -5.903 -1.999 2.986
O -7.024 -2.740 2.598
H -0.559 2.891 -1.929
C -8.444 -1.176 1.391
H 12.304 -0.781 -0.260
H -9.172 1.862 2.963
H 3.857 -0.209 -4.538
C -2.187 -3.070 -0.547
C -2.991 -4.166 0.271
H -2.232 -4.650 0.947
C 5.871 -1.517 -2.446
H 4.583 -1.564 -6.431
O -4.135 2.498 4.620
C -4.723 4.583 3.518
H 9.506 1.341 0.457
H 9.942 1.740 -2.129
H -6.136 5.890 5.476
H -0.589 1.230 -2.559
C 0.059 2.032 -2.191
H -5.038 0.696 4.168
H -11.577 -0.189 0.190
H 8.198 1.435 -2.201
C 4.696 -0.899 -4.401
C 5.415 -4.098 -4.693
H 0.756 2.332 -2.978
H 6.608 -1.995 -3.093
H -3.025 -0.822 0.156
C -5.265 -3.503 0.470
H 3.968 3.994 -1.329
H 10.737 -0.734 0.560
C -10.624 -0.123 0.776
O 4.602 -1.409 -3.076
C 10.644 -0.667 -1.605
H -4.659 5.088 2.548
H -5.622 4.229 5.892
H -3.414 -4.951 -0.407
C -6.014 -2.091 0.669
C -4.174 3.173 3.369
O 9.304 -0.190 -1.651
H 10.599 -1.757 -1.704
O -1.464 -2.286 0.399
H -3.016 -0.039 2.270
H 4.804 -4.746 -5.329
O 11.491 1.077 -0.137
C 10.517 1.669 0.710
H -7.322 4.569 5.520
H 4.898 -3.918 -3.747
C 9.181 1.007 -2.403
O -3.963 -3.470 1.059
H 6.226 -0.523 -2.155
H 5.753 -2.123 -1.546
H 6.359 -4.602 -4.482
H -5.940 -1.470 -0.261
H -6.170 2.039 4.506
H -1.278 -0.272 -0.048
H -9.926 -2.085 -0.053
H 3.925 0.617 -1.412
O -6.098 4.569 3.887
C 3.090 3.655 -1.888
C -9.690 -1.225 0.608
C -6.292 4.826 5.269
C -9.321 0.988 2.278
C -8.257 -0.002 2.262
C 1.792 0.689 -1.307
O -5.571 -1.802 4.098
H 1.764 -0.080 -0.529
C 11.308 -0.327 -0.280
H 2.197 3.756 -1.268
H 10.573 2.751 0.584
H -1.849 -1.338 2.745
H -5.255 1.290 5.826
H 9.253 0.784 -3.473
*
```

=====

2.
Computed, not measured: a cluster of 3 separate species, C29H58BINO8S2 in total in a non-equilibrium geometry, with the ωB97M-V functional and the def2-TZVPD basis.

frontier orbital gap = 5.88 eV
electronic energy = -79329.415 eV
HOMO level = -4.2 eV
F_max = 4.03 eV Å⁻¹

Structure (ORCA input):
```
! wB97M-V def2-TZVPD RIJCOSX def2/J DEFGRID3
* xyz -1 1
C -0.049 -4.504 1.515
H -2.640 -0.326 7.157
C -2.424 0.684 5.241
O -1.341 2.821 4.121
H 0.055 0.264 -0.927
H 3.504 -4.525 -2.460
H 1.491 -5.826 -0.467
H -0.760 8.509 2.470
H -0.973 7.349 -1.160
H -1.746 1.913 -1.304
H -3.459 1.838 1.684
H -3.457 -0.491 2.295
B 2.253 -1.810 -1.138
H -0.684 -4.811 -4.377
C -2.212 0.594 6.754
H -2.986 3.907 6.670
C -2.484 -0.176 1.780
C -1.306 2.033 0.895
C 3.659 0.915 -2.589
H 0.354 -1.817 -4.491
H 2.792 2.994 -2.997
C -1.333 7.612 2.215
H 1.984 -3.589 -3.643
H -3.364 0.218 4.941
C -0.880 2.271 -0.635
C -1.617 -3.248 -5.771
C 3.337 -6.781 -2.865
C -2.847 1.836 7.382
H 2.782 2.530 -1.231
H -2.174 -0.990 1.050
C -0.691 7.581 -0.134
H -0.961 5.479 2.480
O 0.494 -5.753 2.064
H -0.768 -4.124 2.333
H -3.938 1.754 7.341
C 3.860 -1.372 -1.173
H -1.506 -2.496 -7.695
H -2.621 6.958 0.608
O -3.856 2.720 4.379
O -0.284 4.989 0.008
H 1.640 -1.087 -0.407
N -1.361 -2.174 -6.730
C -0.416 -3.853 -4.918
H 0.419 6.522 2.925
C -0.921 -4.755 0.200
S -2.523 2.429 4.853
H -2.021 -4.547 0.469
H -1.596 0.239 4.692
H 4.288 -1.881 -2.110
H 0.440 2.335 -3.011
C 3.108 -5.460 -1.957
H 0.755 -3.709 1.414
H -0.048 8.462 -0.110
O -2.765 -3.714 -5.539
H -0.486 1.378 1.361
H 3.555 -7.670 -2.170
H 3.727 -5.616 -1.012
H -1.206 -4.183 -1.921
C 1.234 -3.113 -2.929
H 4.382 -1.779 -0.244
C 4.011 0.225 -1.178
H -1.329 2.994 1.501
H -0.894 -5.840 -0.177
H 0.896 -6.097 -2.168
C -0.009 -2.697 -3.843
H -0.914 -2.309 -3.274
O 1.631 6.548 0.560
O 1.834 -1.836 -2.577
H 2.392 -7.076 -3.436
H -1.328 3.238 6.721
I 4.965 -6.566 -4.312
H 3.255 0.181 -3.369
H -1.675 -0.125 2.585
H 1.089 0.613 -2.935
H -0.844 -2.718 -0.898
H 0.449 -6.452 1.381
C 0.960 -3.902 -1.529
C -1.887 7.748 0.795
C 1.569 -5.404 -1.535
H -2.133 7.514 2.953
C 0.392 1.355 -0.958
H -1.140 0.581 6.976
C 1.065 1.615 -2.389
C -2.705 1.260 1.062
C 2.602 2.113 -2.285
H 1.178 1.590 -0.162
C -0.412 6.390 2.233
H 4.581 1.416 -3.030
S 0.224 6.219 0.569
H -2.381 8.710 0.643
H -0.431 -1.761 -6.603
C -2.380 3.012 6.534
H -0.623 3.368 -0.845
H -3.190 1.048 0.039
C -0.555 -3.819 -1.041
H 0.506 -3.964 -5.597
H 5.090 0.520 -0.932
H -2.556 1.955 8.428
H 3.311 0.617 -0.362
O 1.973 -3.221 -0.731
*
```